This record from the Open Molecules 2025 dataset describes a structure of composition C14H36F4O7S5Tl. The level of theory is wB97M-V/def2-TZVPD.

Last column: natural (NBO) charge in e.
Element x y z (Å)
1 Tl -2.74 2.09 1.42  1.00
2 F -6.57 -0.40 3.64  -0.44
3 C 1.81 -1.28 -5.23  0.22
4 O 1.85 -2.70 -5.14  -0.46
5 O 1.10 -0.73 -4.06  -0.25
6 C 3.20 -0.55 -5.60  0.96
7 F 4.06 -0.27 -4.60  -0.32
8 F 3.92 -1.13 -6.46  -0.28
9 F 3.12 0.69 -6.00  -0.31
10 C 2.16 -3.46 -6.37  -0.09
11 C 2.47 -4.88 -5.82  -0.62
12 H 3.50 -4.85 -5.48  0.22
13 H 1.79 -5.15 -5.01  0.23
14 H 2.49 -5.63 -6.60  0.23
15 H 3.08 -3.22 -6.88  0.20
16 H 1.32 -3.34 -7.06  0.19
17 H 1.20 -0.99 -6.09  0.27
18 C -6.19 0.45 -6.66  -0.79
19 S -7.07 -0.31 -5.23  1.17
20 O -6.47 0.50 -4.05  -0.96
21 C -8.74 0.35 -5.77  -0.80
22 H -6.74 0.11 -7.54  0.22
23 H -5.16 0.13 -6.77  0.24
24 H -6.27 1.54 -6.58  0.24
25 H -8.71 1.43 -5.67  0.24
26 H -9.50 -0.16 -5.17  0.24
27 H -8.92 0.24 -6.84  0.23
28 C 2.55 6.64 -1.18  -0.80
29 S 1.93 7.76 0.24  1.20
30 O 1.16 6.81 1.13  -0.96
31 C 3.57 8.29 0.93  -0.82
32 H 3.19 7.14 -1.91  0.23
33 H 1.65 6.26 -1.66  0.23
34 H 3.05 5.74 -0.84  0.23
35 H 3.34 8.90 1.80  0.24
36 H 4.21 8.81 0.22  0.24
37 H 4.15 7.42 1.23  0.23
38 C -1.13 -6.25 1.62  -0.77
39 S -2.52 -5.01 2.08  1.21
40 O -1.71 -3.72 2.35  -0.89
41 C -3.24 -5.03 0.41  -0.81
42 H -0.65 -6.47 2.58  0.24
43 H -0.37 -5.73 1.05  0.24
44 H -1.55 -7.17 1.21  0.23
45 H -3.40 -6.10 0.32  0.24
46 H -2.51 -4.59 -0.26  0.24
47 H -4.11 -4.40 0.22  0.26
48 C 5.33 -0.79 2.79  -0.84
49 S 5.16 1.00 2.92  1.25
50 O 3.69 1.27 2.98  -0.96
51 C 5.79 1.18 4.61  -0.82
52 H 6.26 -1.23 3.17  0.24
53 H 5.27 -1.14 1.76  0.24
54 H 4.42 -1.13 3.28  0.25
55 H 6.82 0.82 4.59  0.23
56 H 5.24 0.68 5.41  0.24
57 H 5.69 2.25 4.81  0.24
58 C -2.86 0.94 9.43  -0.82
59 S -1.38 1.94 8.91  1.25
60 O -1.29 1.62 7.47  -0.99
61 C -0.25 0.79 9.75  -0.84
62 H -3.04 0.91 10.50  0.22
63 H -2.81 -0.09 9.07  0.23
64 H -3.72 1.35 8.89  0.23
65 H -0.61 0.46 10.73  0.23
66 H 0.64 1.40 9.90  0.22
67 H 0.09 -0.01 9.10  0.25

The calculation puts the highest occupied orbital energy at -10.5 eV. The charge is +1. As for the total energy: -3643.69801 hartree.

=====

This record from the Open Molecules 2025 dataset describes a structure of composition C18H12Cl6F3GeN5SSeV. The level of theory is wB97M-V/def2-TZVPD.

Last column: Löwdin spin population.
Element x y z (Å)
1 V -0.84 -0.29 0.74  0.90
2 Cl -1.36 -0.35 5.80  0.00
3 C 0.15 0.07 5.00  0.00
4 Cl 1.46 -1.04 5.49  0.00
5 Cl 0.61 1.75 5.36  0.00
6 C -0.04 -0.05 3.57  0.00
7 N -0.16 -0.16 2.43  0.00
8 N 1.24 -0.31 -2.85  0.00
9 C 2.36 -0.56 -2.21  0.00
10 N 3.29 -1.35 -2.71  0.00
11 S 2.71 0.15 -0.65  0.01
12 H 1.08 -0.65 -3.79  0.00
13 H 0.58 0.36 -2.47  0.00
14 H 3.23 -1.73 -3.64  0.00
15 H 4.12 -1.57 -2.19  0.00
16 F -4.69 4.99 1.42  0.00
17 C -3.53 5.65 1.30  0.00
18 F -3.68 6.56 0.33  0.00
19 F -3.30 6.29 2.45  0.00
20 C -2.43 4.67 0.98  0.00
21 C -2.05 4.46 -0.33  0.00
22 C -1.11 3.48 -0.63  0.00
23 C -0.55 2.73 0.41  0.00
24 C -0.90 2.99 1.74  0.00
25 C -1.83 3.97 2.02  0.00
26 C 0.40 1.71 0.10  0.00
27 C 1.25 0.94 -0.31  0.02
28 H -2.48 5.05 -1.13  0.00
29 H -0.81 3.32 -1.65  0.00
30 H -0.41 2.47 2.55  0.00
31 H -2.10 4.19 3.05  0.00
32 Se -0.76 -2.95 -1.01  0.00
33 N 0.12 -1.88 0.16  -0.02
34 C 1.11 -2.62 0.72  0.01
35 C 2.03 -2.20 1.70  0.00
36 C 2.95 -3.10 2.17  0.01
37 C 3.02 -4.43 1.68  0.00
38 C 2.17 -4.87 0.72  0.01
39 C 1.20 -3.97 0.21  0.00
40 N 0.31 -4.28 -0.72  0.03
41 H 2.01 -1.19 2.08  0.00
42 H 3.65 -2.79 2.94  0.00
43 H 3.76 -5.11 2.09  0.00
44 H 2.19 -5.88 0.33  0.00
45 Cl -3.97 1.45 0.17  0.00
46 Ge -2.69 0.08 -0.87  -0.01
47 Cl -2.64 -1.43 1.22  0.04
48 Cl -3.96 -1.16 -2.03  -0.01

As for the multiplicity: 2. The calculation puts the highest occupied orbital energy (alpha / beta) at -13.8 / -13.2 eV. Its expectation value of S² is 0.765. The value obtained for the relative energy (zero: lowest compared OMol25 entry of this formula, charge and spin) is 1.471 eV. The charge is +2. As for the total energy: -9847.65194 hartree.

=====

This record from the Open Molecules 2025 dataset describes an isolated molecule of C2H6P2S. The level of theory is wB97M-V/def2-TZVPD.

Last column: natural (NBO) charge in e.
Element x y z (Å)
1 C 0.40 0.58 -0.41  -0.59
2 C -0.59 0.13 0.54  -0.53
3 P 2.29 0.00 -0.18  0.30
4 P -2.30 -0.13 -0.17  0.32
5 S 0.04 1.87 0.65  0.13
6 H 0.12 0.82 -1.47  0.25
7 H -0.28 -0.37 1.37  0.23
8 H 2.08 -1.35 -0.08  -0.04
9 H 2.34 0.26 1.14  -0.03
10 H -2.52 -1.51 0.05  -0.02
11 H -1.60 -0.29 -1.45  -0.02

The SMILES is P[C@@H]1S[C@H]1P. The calculation puts the highest occupied orbital energy at -8.6 eV. The value obtained for the relative energy (zero: lowest compared OMol25 entry of this formula, charge and spin) is 1.519 eV. As for the total energy: -1160.59840 hartree.

=====

This record from the Open Molecules 2025 dataset describes a structure of composition C2H4N4O2. The level of theory is wB97M-V/def2-TZVPD.

Last column: natural (NBO) charge in e.
Element x y z (Å)
1 C -0.19 -1.18 0.48  0.65
2 C 0.02 0.72 -0.69  0.50
3 H 0.60 1.56 1.87  0.37
4 H 0.25 -2.94 0.20  0.33
5 H 0.30 -1.10 -1.79  0.45
6 H 1.08 1.41 -1.99  0.34
7 N -0.99 1.05 0.54  0.15
8 N -0.26 -2.43 0.85  -0.69
9 N 0.28 -0.56 -0.64  -0.66
10 N 0.28 1.74 -1.39  -0.63
11 O -0.58 2.05 1.29  -0.43
12 O -0.80 -0.32 1.26  -0.39

The calculation puts the highest occupied orbital energy at -9.9 eV. The value obtained for the relative energy (zero: lowest compared OMol25 entry of this formula, charge and spin) is 6.353 eV. As for the total energy: -447.86894 hartree.

=====

This record from the Open Molecules 2025 dataset describes a cluster of 2 separate species, C2H6Br2O in total. The level of theory is wB97M-V/def2-TZVPD.

Last column: natural (NBO) charge in e.
Element x y z (Å)
1 Br 0.00 0.00 0.00  -0.02
2 Br 1.18 -1.10 3.40  -0.02
3 C 1.06 -1.60 0.52  -0.45
4 C 2.02 -1.35 1.62  -0.45
5 H 0.35 -2.36 0.91  0.23
6 H 1.50 -2.01 -0.41  0.24
7 H 2.81 -2.12 1.74  0.24
8 H 2.52 -0.37 1.48  0.23
9 O 6.61 1.95 1.02  -0.94
10 H 6.04 1.58 1.73  0.47
11 H 6.03 1.96 0.22  0.47

The SMILES is BrCCBr.O. The calculation puts the highest occupied orbital energy at -10.4 eV. The value obtained for the relative energy (zero: lowest compared OMol25 entry of this formula, charge and spin) is 0.088 eV. As for the total energy: -5303.05828 hartree.

=====

This record from the Open Molecules 2025 dataset describes a cluster of 2 separate species, C5H13B4F4N2O4 in total. The level of theory is wB97M-V/def2-TZVPD.

Last column: natural (NBO) charge in e.
Element x y z (Å)
1 C 3.53 -1.09 0.34  -0.63
2 C 3.22 0.44 0.04  -0.22
3 N 2.81 1.22 1.29  -0.88
4 B 2.16 2.46 0.73  1.25
5 O 2.76 3.31 -0.27  -0.90
6 B 1.74 3.63 -1.22  1.00
7 O 0.39 3.12 -1.24  -0.91
8 B 0.00 2.52 0.01  1.18
9 C -1.23 1.49 0.21  -0.81
10 C -1.09 0.26 -0.85  -0.49
11 C -1.54 -1.12 -0.17  0.66
12 N -2.45 -1.24 0.97  -0.82
13 O -1.07 -2.18 -0.65  -0.52
14 O 0.82 2.84 1.18  -0.91
15 H 4.52 -1.19 0.90  0.21
16 H 3.62 -1.61 -0.68  0.22
17 H 2.65 -1.56 0.90  0.22
18 H 2.30 0.48 -0.65  0.16
19 H 4.06 1.02 -0.47  0.21
20 H 2.00 0.69 1.65  0.37
21 H 2.03 4.38 -2.10  -0.11
22 H -2.25 2.00 0.16  0.25
23 H -1.10 1.02 1.25  0.24
24 H 0.02 0.24 -1.13  0.21
25 H -1.65 0.47 -1.83  0.25
26 H -3.09 -0.42 1.01  0.36
27 H -1.92 -1.30 1.86  0.38
28 B -4.24 -3.97 -0.25  1.36
29 F -4.83 -2.73 0.16  -0.60
30 F -3.51 -3.78 -1.46  -0.59
31 F -3.36 -4.45 0.77  -0.59
32 F -5.28 -4.94 -0.46  -0.59

The calculation puts the highest occupied orbital energy at -7.0 eV. The charge is -1. As for the total energy: -1108.21116 hartree.